1.
A 2-piece molecular cluster, C4H9NO2 overall in a non-equilibrium geometry, computed with ωB97M-V/def2-TZVPD.

Element x y z (Å)
1 C -1.775 -0.399 -0.985
2 C -0.575 0.495 -1.132
3 O -0.637 1.703 -0.584
4 C 0.158 -0.249 1.370
5 C 1.183 -0.336 0.476
6 O 0.935 -0.644 -0.780
7 N 2.472 0.059 0.797
8 H -2.373 -0.203 -0.086
9 H -1.431 -1.429 -0.978
10 H -2.416 -0.234 -1.860
11 H -0.078 0.553 -2.073
12 H -1.053 1.667 0.301
13 H 0.324 0.196 2.334
14 H -0.650 -0.962 1.255
15 H 3.214 -0.210 0.169
16 H 2.701 -0.009 1.778

orbital gap = 8.2 eV
HOMO level = -7.4 eV
lowest unoccupied orbital energy = 0.8827 eV
electronic energy = -9876.701 eV



2.
One molecule with the formula C16H17N5O2S2 in a non-equilibrium geometry, computed with ωB97M-V/def2-TZVPD.

Element x y z (Å)
1 C 2.194 0.747 4.143
2 C 1.880 1.670 2.986
3 S 1.853 3.424 3.126
4 C 1.319 3.597 1.530
5 N 1.250 4.893 1.006
6 C 0.977 5.128 -0.251
7 N 0.674 4.218 -1.185
8 N 1.298 6.343 -0.655
9 N 1.011 2.503 0.948
10 C 1.356 1.435 1.773
11 C 1.087 0.223 1.022
12 C 1.739 -1.089 1.334
13 C 1.149 -2.013 0.484
14 N 0.343 -1.359 -0.390
15 S -0.104 -2.028 -1.895
16 O 0.965 -2.986 -2.340
17 O -0.461 -1.050 -2.997
18 C -1.562 -3.079 -1.529
19 C -1.536 -4.244 -2.417
20 C -2.526 -5.203 -2.425
21 C -3.516 -5.152 -1.446
22 C -3.625 -3.983 -0.632
23 C -2.678 -2.859 -0.666
24 C 0.265 -0.036 -0.111
25 C -0.706 0.990 -0.814
26 H 2.016 -0.203 3.813
27 H 3.128 0.859 4.642
28 H 1.541 1.002 4.957
29 H 0.850 3.305 -0.788
30 H 0.914 4.416 -2.148
31 H 0.412 6.812 -0.673
32 H 2.000 6.791 -0.120
33 H 2.642 -1.439 1.897
34 H 1.547 -3.027 0.326
35 H -0.754 -4.428 -3.099
36 H -2.523 -6.065 -3.163
37 H -4.386 -5.837 -1.448
38 H -4.386 -3.848 0.115
39 H -2.741 -2.012 0.031
40 H -1.595 0.517 -1.372
41 H -0.092 1.502 -1.453
42 H -1.223 1.566 -0.113

SMILES = Cc1sc(N=C(N)N)nc1-c1ccn(S(=O)(=O)c2ccccc2)c1C
orbital gap = 7.9 eV
HOMO level = -7.7 eV
lowest unoccupied orbital energy = 0.2328 eV
electronic energy = -50080.530 eV



3.
A 2-piece molecular cluster, C2H3OP overall in a non-equilibrium geometry, computed with ωB97M-V/def2-TZVPD.

Element x y z (Å)
1 C -0.465 -0.536 1.020
2 C 0.548 0.170 0.265
3 O 1.420 0.627 1.304
4 P 0.381 -0.112 2.446
5 H -1.016 -1.290 0.492
6 H 0.918 -0.489 -0.442
7 H 0.229 1.296 -0.803

orbital gap = 8.7 eV
HOMO level = -9.0 eV
lowest unoccupied orbital energy = -0.3563 eV
electronic energy = -13454.963 eV



4.
One molecule with the formula C6H11N in a non-equilibrium geometry, computed with ωB97M-V/def2-TZVPD.

Element x y z (Å)
1 C -1.589 -0.048 0.065
2 C 0.706 -0.630 -0.311
3 C 0.468 0.736 0.415
4 C -2.967 -0.462 -0.137
5 C 1.637 -1.622 0.283
6 C 1.230 1.880 -0.255
7 N -0.957 0.956 0.427
8 H 0.754 -0.538 -1.389
9 H 0.796 0.659 1.460
10 H -3.583 -0.183 0.719
11 H -3.016 -1.545 -0.272
12 H -3.369 0.016 -1.033
13 H 1.369 -2.622 -0.054
14 H 1.594 -1.605 1.370
15 H 2.675 -1.452 -0.018
16 H 0.842 2.039 -1.259
17 H 2.282 1.621 -0.324
18 H 1.127 2.799 0.313

orbital gap (spin up / spin down) = 8.2 / 8.2 eV
HOMO level (spin up / spin down) = -7.2 / -7.5 eV
lowest unoccupied orbital energy (spin up / spin down) = 0.9706 / 0.6444 eV
electronic energy = -7886.706 eV



5.
A 2-piece molecular cluster, C3H9NO3 overall in a non-equilibrium geometry, computed with ωB97M-V/def2-TZVPD.

Element x y z (Å)
1 C -1.811 0.712 -0.760
2 N -1.691 0.189 0.505
3 C -0.990 -1.109 0.577
4 C -0.946 -1.587 2.054
5 O -1.907 -1.800 2.805
6 O 0.403 -1.663 2.311
7 H -1.727 1.814 -0.661
8 H -0.985 0.262 -1.285
9 H -2.568 0.297 -1.469
10 H -2.791 0.093 0.798
11 H -1.669 -1.905 0.079
12 H -0.087 -0.652 0.238
13 H 0.360 -2.086 3.253
14 O 5.815 2.701 -2.876
15 H 5.716 1.707 -2.840
16 H 4.878 3.026 -2.729

SMILES = CNCC(=O)O.O
orbital gap = 9.8 eV
HOMO level = -9.2 eV
lowest unoccupied orbital energy = 0.6271 eV
electronic energy = -10887.542 eV



6.
C6H9N3OS as an isolated structure in a non-equilibrium geometry, computed with ωB97M-V/def2-TZVPD.

Element x y z (Å)
1 C 0.521 1.562 0.794
2 C 0.573 0.784 -0.354
3 C 0.419 1.035 2.182
4 C -1.841 -1.150 -0.601
5 C -0.531 -1.266 -1.383
6 C 0.546 -0.802 -0.417
7 N 0.617 2.843 0.462
8 N 0.614 1.417 -1.494
9 N 1.814 -1.272 -0.890
10 O 2.695 -1.429 -0.092
11 S 0.620 2.957 -1.161
12 H 0.974 0.048 2.335
13 H 0.523 1.726 2.944
14 H -0.671 0.631 2.313
15 H -2.106 -0.025 -0.458
16 H -2.693 -1.642 -1.194
17 H -1.617 -1.511 0.469
18 H -0.459 -2.217 -1.795
19 H -0.443 -0.569 -2.321
20 H 0.442 -1.120 0.662

orbital gap = 9.0 eV
HOMO level = -9.1 eV
lowest unoccupied orbital energy = -0.0344 eV
electronic energy = -23717.602 eV



ΔE to the lowest compared entry with this formula, charge and spin
In order: 77.5, 82.4, 64.5, 88.2, 70.1, 63.5
Unit: kcal per mole